#w
Below is a cluster of 2 separate species, C6H9F in total, with properties calculated with wB97M-V/def2-TZVPD.

CARTESIAN COORDINATES (ANGSTROEM)
H: 3.06718 -1.50284 0.82001
C: -2.78185 0.71099 1.03472
C: 0.54579 0.11342 -0.80078
H: 2.48821 0.03049 1.63635
H: 2.20818 -0.59779 -2.43433
C: 2.20872 -0.89466 1.07911
H: -2.59451 -0.43791 -0.86792
H: 1.55314 -1.33720 1.72239
H: 2.53397 1.08748 -1.58315
H: -0.48525 0.31213 -0.93963
H: -2.09584 0.01156 1.50033
C: 2.00808 0.08625 -1.47441
C: -3.02230 0.34989 -0.19001
H: -3.25990 1.52879 1.65657
C: 1.51847 -0.45279 -0.20174
F: -3.89209 0.99219 -0.95753

SMILES: CC1=CC1.C=CF
spin multiplicity: 1
orbital gap: 10.2 eV

#x
Below is a structure of composition C6H9F, with properties calculated with wB97M-V/def2-TZVPD.

CARTESIAN COORDINATES (ANGSTROEM)
C: -1.07935 0.01236 0.01706
H: -0.98920 -1.80785 -1.12680
H: -0.47810 1.82203 -0.98150
C: -0.25096 -0.72068 1.08681
H: -0.46112 2.15440 0.63139
C: -0.41744 -0.86530 -0.93986
H: -0.65763 -1.71144 1.25018
C: 0.77942 -0.79875 -0.02098
H: -0.12896 -0.41892 -1.91948
H: 1.74890 0.96730 0.90954
C: 1.23673 0.71320 0.00417
H: 0.01139 -0.15620 2.00047
F: -2.46003 0.22468 0.07684
H: 1.56596 -1.63812 -0.06230
C: -0.20936 1.30225 -0.07913
H: 1.78974 0.92105 -0.84641

spin multiplicity: 1
orbital gap: 11.6 eV

#y
Below is a structure of composition C6H9F, with properties calculated with wB97M-V/def2-TZVPD.

CARTESIAN COORDINATES (ANGSTROEM)
H: 0.84309 -1.62348 -0.13201
H: 1.27335 -0.57609 2.14289
H: -4.05180 -0.47151 -0.56284
H: 2.69471 -0.23817 -0.77844
C: -0.21484 0.21691 0.61218
C: 1.71046 0.09346 -1.15444
H: -1.21401 -0.25335 0.86797
H: -0.53637 1.26755 0.32082
C: 1.11854 0.09407 1.31895
C: -2.53722 -0.57722 0.75221
F: 1.91006 1.20135 1.41689
H: -2.38087 0.50047 -1.09605
H: 1.85726 1.15740 -1.14511
H: 1.51933 -0.26976 -2.15198
C: 0.88576 -0.47663 -0.03575
C: -2.87747 -0.04500 -0.37529

spin multiplicity: 1
orbital gap: 9.8 eV

Which of them is the least stable? Correct choice: #y.

#w
Below is a cluster of 4 separate species, C3H14O3S2 in total, with properties calculated with wB97M-V/def2-TZVPD.

CARTESIAN COORDINATES (ANGSTROEM)
H: -3.16024 -0.08558 1.01826
H: 2.48680 -2.99981 -0.24011
H: -0.31061 1.45585 2.87764
O: 3.91750 -0.86753 -2.81290
O: 2.40771 -2.34871 0.46933
H: 0.41325 2.60364 -1.80958
H: -2.15312 0.58521 -0.24457
H: -1.97626 1.12206 3.14363
C: -2.20896 -0.21265 0.51089
H: 1.48046 -2.09056 0.38296
H: -0.11849 -0.04116 1.04438
S: -0.81244 -1.68450 -1.72320
H: 3.43361 -1.26536 -2.08202
C: -1.24142 1.21592 2.34249
S: -2.31252 -1.83666 -0.26185
H: -1.52909 2.05079 1.69854
H: -1.07308 -0.94433 2.18462
C: -1.09657 -0.07624 1.53044
H: -0.46418 -0.39116 -1.62519
H: -0.01899 4.08675 -1.82850
O: -0.27989 3.20965 -1.53316
H: 4.61654 -1.48562 -3.04211

SMILES: CCCSS.O.O.O
spin multiplicity: 1
orbital gap: 8.6 eV

#x
Below is a cluster of 4 separate species, C3H14O3S2 in total, with properties calculated with wB97M-V/def2-TZVPD.

CARTESIAN COORDINATES (ANGSTROEM)
H: -1.18874 1.91271 2.98576
H: 0.98841 2.08089 1.39186
H: 1.09916 -3.14088 1.35479
C: 1.06885 1.37647 0.56764
S: -0.33844 -1.63458 0.51703
H: 2.09483 -2.19863 0.24044
O: -4.91182 0.27326 -2.19299
S: -0.08745 -0.45894 -1.16910
H: 1.27053 0.40123 1.04997
H: -1.74229 0.50872 2.82197
O: -1.97915 1.47827 2.63133
H: 0.95666 -3.50228 -0.32493
H: 1.96128 1.63916 -0.00468
H: -1.18344 1.14428 0.28469
C: -0.20987 1.15506 -0.36843
H: -0.25058 1.99568 -1.11602
H: -4.11328 0.39290 -2.75992
C: 1.07950 -2.66100 0.32704
H: -5.60604 0.19259 -2.77654
H: 3.78554 0.05473 -1.72511
O: 3.36761 -0.12032 -0.92750
H: 3.93873 -0.88934 -0.80728

SMILES: CCSSC.O.O.O
spin multiplicity: 1
orbital gap: 8.5 eV

Which of them is the least stable? Correct choice: #x.

#w
Below is a cluster of 18 separate species, H36O18 in total, with properties calculated with wB97M-V/def2-TZVPD.

CARTESIAN COORDINATES (ANGSTROEM)
O: -0.77717 -2.72467 2.35208
O: -0.50558 -4.86361 -2.57559
H: 3.33905 1.11175 1.82834
H: 4.62712 -0.42325 -0.80432
H: -1.12249 -3.95142 0.00116
O: 2.33138 2.32969 -0.99126
H: 0.51146 1.00987 0.32492
H: -0.07083 -0.43410 3.08214
H: 0.50637 5.48419 0.74299
O: 3.80186 -0.40956 -0.25443
H: 3.21416 2.05568 -0.82771
H: -2.00516 4.64580 -1.91051
O: -0.05828 0.54185 3.40697
H: -0.38403 -1.91714 -0.94550
H: -2.57150 3.27606 3.57595
O: -4.55422 -2.62328 -1.20698
H: 1.68848 1.65766 -1.41532
H: 1.76559 -4.92702 0.30357
H: 4.55648 2.21256 1.96370
O: 0.08352 3.44113 2.13620
O: -3.52294 -1.05161 -3.79403
O: -2.51129 3.71482 -2.10795
H: -0.30817 -5.84465 -2.83057
H: 1.76601 3.52462 2.89160
H: -1.70746 -2.78004 2.29221
H: 2.64768 -3.17646 -3.23848
H: -1.65553 -4.12687 -1.36206
O: -0.30120 1.52618 -0.11408
O: -0.06889 -1.36480 -1.63925
O: 0.65056 5.08271 -0.04804
H: 1.16558 4.34504 -0.38726
H: 0.94496 -1.52344 -1.66567
H: 0.14197 0.51155 4.46119
H: -0.38746 -3.43405 1.78386
O: 2.30907 -3.55843 -2.34004
H: 2.89325 2.96062 3.71187
H: -3.41279 -1.83623 -4.24289
H: -2.31522 2.96408 -1.50478
H: 1.76693 -4.37045 -2.33484
H: -3.23768 3.27099 2.02137
H: -0.62824 4.00927 2.50624
O: 4.14685 1.51972 1.36564
H: -3.71855 -2.30425 -1.07489
H: 0.86383 -3.59671 0.07771
H: -3.42402 -1.41222 -2.90410
H: -4.87228 -2.57488 -0.21810
O: -1.83728 -3.60256 -0.64458
H: -0.47765 1.01891 -0.84965
O: -3.09464 3.74134 2.95835
H: 3.59070 0.53359 -0.28032
H: 0.27273 -4.61870 -2.02903
O: 0.86190 -4.53857 0.10957
H: -0.53707 2.74845 1.84993
O: 2.61808 3.57855 3.06330

spin multiplicity: 1
orbital gap: 9.5 eV

#x
Below is a cluster of 18 separate species, H36O18 in total, with properties calculated with wB97M-V/def2-TZVPD.

CARTESIAN COORDINATES (ANGSTROEM)
O: -1.21203 -3.95094 0.70160
H: 0.94686 2.91340 0.63111
O: -2.39921 -1.95587 3.64225
O: 1.84028 3.27974 2.26779
H: 2.10737 -1.44390 -2.81268
H: 2.67267 0.80781 -0.45417
H: -5.20293 -0.49366 -2.42508
O: 3.90700 -2.01655 4.19573
H: 1.19304 -2.23290 -1.89978
O: 4.52798 1.45714 2.00715
H: 3.70767 -2.84921 4.62371
O: -1.32274 -1.58897 -2.59247
H: -2.56607 2.70584 -0.60118
H: -0.53519 4.62046 0.48629
H: -0.05245 -4.45664 -1.59470
H: -1.95729 0.10960 0.97789
H: -1.99876 0.67141 -2.93388
O: 0.30338 2.87163 -0.07630
H: -1.92556 2.07752 -3.49014
H: -2.64005 -1.02956 3.65617
H: -1.74019 5.39419 -0.00486
H: 3.08009 -1.53468 4.21137
O: 4.15162 -3.61204 -0.11993
H: -3.47679 1.94841 0.34157
H: -0.85016 3.78112 -1.94048
H: -0.53940 -0.63082 -0.80523
H: -4.83495 -1.65471 -1.52594
H: 0.04535 -4.55019 -3.10254
H: 0.27009 1.94555 -0.31607
H: 0.64424 -0.54941 0.13511
H: 4.36145 -2.95413 0.54292
H: 1.31345 3.43337 3.05205
H: -2.45779 0.93350 2.14519
H: 5.17235 1.32074 1.31258
H: -0.76607 -2.35888 -2.70912
H: 3.79452 0.89018 1.76876
H: -1.59645 -1.35417 -3.47914
H: 2.80388 -0.66894 -0.14775
H: 2.73258 3.16885 2.59601
H: 3.70431 -4.30619 0.36409
H: -1.79976 -4.26125 0.01275
H: -0.06388 3.39246 -3.17442
O: 3.03394 0.19725 0.18842
H: -1.96415 -2.10335 4.48202
O: -0.24433 -0.21765 0.00622
O: -5.28397 -0.80936 -1.52508
O: 0.13550 -3.93488 -2.37487
H: -1.60522 -3.13132 1.00133
O: -1.18508 5.26588 0.76431
O: -0.32431 4.14985 -2.65024
O: -3.35670 2.80394 -0.07061
O: 1.93874 -1.63285 -1.88959
O: -2.72882 0.57589 1.29967
O: -1.75805 1.56727 -2.69779

spin multiplicity: 1
orbital gap: 9.0 eV

Which of them is the least stable? Correct choice: #w.

#w
Below is an isolated molecule of CH6N4S, with properties calculated with wB97M-V/def2-TZVPD.

CARTESIAN COORDINATES (ANGSTROEM)
N: 0.63595 2.28819 0.05870
H: 1.52616 0.40682 0.94644
N: 0.95936 -0.31975 0.54320
H: 1.22105 -2.11661 0.21564
N: 1.23445 -1.55917 1.03468
C: -0.14549 0.07202 -0.13694
H: 1.05541 2.63139 -0.79513
H: 0.43057 -1.86718 1.60484
N: -0.29674 1.36554 -0.37058
S: -1.25478 -1.04013 -0.60816
H: 0.15871 3.09484 0.54169
H: -1.17359 1.63693 -0.82313

SMILES: NNC(=S)NN
spin multiplicity: 1
orbital gap: 8.9 eV

#x
Below is an isolated molecule of CH6N4S, with properties calculated with wB97M-V/def2-TZVPD.

CARTESIAN COORDINATES (ANGSTROEM)
H: -2.19187 1.61189 0.86756
N: -1.58349 1.58631 0.04300
C: 0.34734 0.01762 -0.07751
H: 0.12933 -1.87295 -0.78616
H: -1.37302 -1.51701 1.17763
H: -2.00891 1.02248 -0.67206
N: -1.56446 -1.38485 0.18097
H: -2.26211 -0.63377 0.10917
N: -0.41000 -1.07468 -0.49177
S: 2.01422 -0.11377 -0.13131
H: 0.37472 1.74134 0.77458
N: -0.29630 1.06789 0.42428

SMILES: NNC(=S)NN
spin multiplicity: 1
orbital gap: 8.8 eV

Which of them is the least stable? Correct choice: #x.

#w
Below is a structure of composition C3H7N5, with properties calculated with wB97M-V/def2-TZVPD.

CARTESIAN COORDINATES (ANGSTROEM)
H: -0.93306 0.81945 -1.25029
H: -2.56355 -1.68908 0.32812
N: 1.01525 1.87753 -0.07918
C: 1.94705 -1.39494 -0.13239
H: 1.79115 2.46423 0.48446
C: 1.09063 0.42056 0.09031
H: -0.23639 2.09883 -0.01209
H: 2.59593 -2.21266 0.11061
H: -1.67139 -0.07816 1.66579
N: 0.57658 -1.75113 -0.10848
C: -2.15611 -0.31071 0.30672
N: 0.09246 -0.49554 -0.17067
H: -2.89471 0.30504 -0.55800
N: -1.08709 -0.00484 -0.62413
N: 2.43326 -0.04860 -0.05078

spin multiplicity: 1
orbital gap: 8.9 eV

#x
Below is an isolated molecule of C3H7N5, with properties calculated with wB97M-V/def2-TZVPD.

CARTESIAN COORDINATES (ANGSTROEM)
N: -1.17005 -1.59976 -0.42864
H: 1.53354 1.44193 -0.86085
H: -0.71164 -0.80292 -2.02262
N: 1.17204 -0.28701 1.73717
H: 1.75208 0.76666 1.83717
N: 0.35131 0.02658 -0.54142
H: -0.32672 1.71770 1.16351
C: -0.44583 -1.71211 0.54466
C: -0.18232 2.21842 0.07089
C: 0.51576 -0.49815 0.70142
N: -0.98038 -0.43167 -1.11582
H: 0.58185 3.29707 0.20963
H: -0.38165 -2.47521 1.32816
H: -1.21429 2.36433 -0.65451
N: 0.54725 1.38349 -0.92306

SMILES: [H]/N=c1/cn[nH]n1NC
spin multiplicity: 1
orbital gap: 10.0 eV

Which of them is the least stable? Correct choice: #w.

#w
Below is a structure of composition C3H7N5, with properties calculated with wB97M-V/def2-TZVPD.

CARTESIAN COORDINATES (ANGSTROEM)
N: 1.68469 -1.53583 0.65058
H: -1.79292 0.92423 2.17139
N: 1.39575 -0.68087 -1.48214
N: 0.77305 -1.11250 -0.42174
C: -0.26511 -0.18184 -0.15651
N: -1.01793 -0.32055 0.84406
H: 0.38907 -1.84018 1.97788
H: 2.44836 -0.30719 1.24561
H: -3.01566 0.61148 0.65004
C: -1.93110 0.86052 0.81041
H: 2.52602 -1.34177 -1.93656
H: -1.64106 1.91851 0.12237
H: -0.58852 1.78113 -1.42438
N: 1.07993 0.46404 -1.85563
C: -0.04457 0.76080 -1.19539

spin multiplicity: 1
orbital gap: 6.9 eV

#x
Below is an isolated molecule of C3H7N5, with properties calculated with wB97M-V/def2-TZVPD.

CARTESIAN COORDINATES (ANGSTROEM)
H: -2.11938 0.78554 1.21695
C: -1.32445 0.54806 0.40164
N: -0.82214 1.37806 -0.29462
C: -0.36000 -1.52387 -0.45180
N: 1.81042 -0.01000 1.24164
H: -2.33085 -1.27161 0.13437
N: 0.92935 -1.33733 -0.60536
C: 1.42366 -0.21665 0.01327
H: 0.63456 1.16008 -1.42435
N: 1.42024 0.88382 -0.88062
N: -1.31589 -0.78791 0.20778
H: 1.93702 -1.10126 1.62173
H: -0.79514 -2.41523 -0.76932
H: -0.93553 2.28372 0.11135
H: 1.84813 1.62460 -0.52269

SMILES: [H]/N=C(N)\N=C/N/C=N/[H]
spin multiplicity: 1
orbital gap: 8.8 eV

#y
Below is an isolated molecule of C3H7N5, with properties calculated with wB97M-V/def2-TZVPD.

CARTESIAN COORDINATES (ANGSTROEM)
N: 0.19083 0.94316 -2.09507
N: 0.24729 -1.16097 0.83264
H: 0.14898 -0.68166 3.02575
C: 0.56427 -0.28516 2.04195
H: -1.47074 1.09696 0.42808
H: 1.08346 0.67826 -2.29595
H: -0.31267 1.80942 -2.55536
N: -0.73911 -1.85499 -1.02683
N: -1.07635 1.53084 -0.33611
H: 1.40964 1.21916 1.10367
N: 1.11412 0.85459 2.11143
H: -0.95588 -1.38742 -1.86361
H: 0.09631 -2.16200 0.86190
C: -0.26106 0.62842 -0.82849
C: 0.00405 -0.80344 -0.39795

SMILES: [H]/N=C\NC(=N/[H])/C(N)=N\[H]
spin multiplicity: 1
orbital gap: 9.2 eV

Which of them is the least stable? Correct choice: #w.

#w
Below is a cluster of 2 separate species, CH2N2O3S in total, with properties calculated with wB97M-V/def2-TZVPD.

CARTESIAN COORDINATES (ANGSTROEM)
N: 1.10752 -0.45229 -0.63262
O: 0.62060 1.57904 0.35506
S: -0.29017 -1.10699 -0.74694
O: -1.00822 -2.36562 1.15135
H: -2.14103 -0.21248 0.15480
O: 2.70691 0.79383 0.34525
N: -1.53838 0.15588 -0.57326
H: -0.94789 0.89987 -0.14864
C: 1.49065 0.70876 0.09500

net charge: -2
spin multiplicity: 1
orbital gap (spin up / spin down): 6.7 / 5.7 eV

#x
Below is a cluster of 2 separate species, CH2N2O3S in total, with properties calculated with wB97M-V/def2-TZVPD.

CARTESIAN COORDINATES (ANGSTROEM)
H: -0.88885 -0.36219 0.78969
H: 1.10945 -0.13337 -1.04651
S: 1.11001 -0.07942 0.49402
O: -0.72528 4.89626 0.46202
N: -0.35193 3.21737 2.09844
C: -0.74195 4.15043 1.39112
N: -0.07764 -0.95977 1.03600
O: 2.34154 -0.81102 0.80935
O: -1.64785 4.03893 2.46174

net charge: -2
spin multiplicity: 1
orbital gap: 6.1 eV

Which of them is the least stable? Correct choice: #x.

#w
Below is an isolated molecule of C3H9N3O, with properties calculated with wB97M-V/def2-TZVPD.

CARTESIAN COORDINATES (ANGSTROEM)
C: -0.79522 0.13007 0.76450
H: 0.99045 1.31961 0.59599
H: -0.49024 -0.34470 1.68565
N: -0.46913 2.19481 -0.54388
H: -0.64016 -0.00952 -1.17906
H: -0.34054 1.95284 1.67486
C: 0.29448 -1.76576 -0.87613
C: -0.07887 1.52454 0.71699
H: 1.34382 -3.38751 -0.38926
H: 1.39181 -2.18017 0.86987
N: 1.00125 -2.52755 0.01316
H: -0.60760 3.18750 -0.34955
N: -0.33350 -0.61496 -0.42602
H: -1.86662 0.39360 0.69068
O: 0.29172 -2.03080 -2.06103
H: 0.30835 2.15800 -1.18676

SMILES: NCCNC(N)=O
spin multiplicity: 1
orbital gap: 9.9 eV

#x
Below is a cluster of 2 separate species, C3H9N3O in total, with properties calculated with wB97M-V/def2-TZVPD.

CARTESIAN COORDINATES (ANGSTROEM)
C: -0.03855 2.14252 -1.27349
N: -0.61992 -0.22476 0.45561
H: 2.14012 3.16508 -0.35320
H: -0.94022 1.63435 -1.56073
N: -0.96852 -3.15673 0.94499
O: -1.66382 -3.55669 -0.24816
H: -1.12802 -4.27079 -0.61594
H: -1.36432 0.13193 -0.14178
N: 1.99010 2.23076 -0.00702
C: 0.44951 0.43979 0.43521
H: -0.75239 -2.16100 0.81653
H: 0.20540 3.03520 -1.82134
H: -1.66405 -3.21369 1.68819
H: 1.25165 0.06509 1.06857
C: 0.76521 1.66437 -0.31282
H: 2.33782 2.07458 0.92536

SMILES: [H]/N=C\C(=C)N.NO
spin multiplicity: 1
orbital gap: 9.2 eV

#y
Below is a cluster of 3 separate species, C3H9N3O in total, with properties calculated with wB97M-V/def2-TZVPD.

CARTESIAN COORDINATES (ANGSTROEM)
H: 2.29517 -0.49996 0.38659
N: -0.64133 1.04251 1.59500
H: -1.28364 1.26131 -1.42219
O: -1.55132 1.44460 -0.50620
H: -0.91986 -1.36787 1.01064
H: -1.08084 -1.65507 -1.17348
H: -1.00527 -0.75341 1.66072
H: 1.15629 -0.29807 -2.14687
C: -0.16274 -1.26979 -0.73992
H: 1.83628 0.89794 1.18746
C: 0.57490 0.36429 -0.26784
C: -0.51331 1.09901 0.30990
H: 0.57039 -2.05239 -0.55933
N: 0.34284 -0.17302 -1.55276
H: -1.45764 1.55854 1.91441
N: 1.84006 0.40141 0.30387

spin multiplicity: 1
orbital gap: 9.2 eV

Which of them is the least stable? Correct choice: #y.